ORCA calculation (ωB97M-V with the def2-TZVPD basis set) on a structure of composition C32H38BF6N2S5Y.

Values from the calculation:
* total energy: -4005.31948 Eh
* HOMO-LUMO gap: 0.214 hartree
* spin multiplicity: 1

Positions of all 85 atoms, in Å:
Y  -0.144  0.084  -0.014
C  4.274  1.226  1.914
C  4.438  0.236  0.771
S  2.999  -0.142  -0.267
C  3.237  0.808  -1.773
C  2.898  2.293  -1.715
S  1.294  2.660  -0.953
C  1.718  3.816  0.371
C  2.421  3.313  1.617
S  4.188  2.965  1.432
H  5.147  1.129  2.564
H  3.406  0.971  2.521
H  4.756  -0.726  1.176
H  5.228  0.566  0.093
H  2.606  0.307  -2.508
H  4.264  0.678  -2.122
H  2.869  2.676  -2.737
H  3.655  2.843  -1.160
H  0.755  4.251  0.650
H  2.289  4.624  -0.094
H  1.949  2.414  1.991
H  2.298  4.074  2.390
S  -2.368  -1.686  -0.179
C  -1.803  -2.704  -1.369
N  -2.575  -3.222  -2.311
C  -2.097  -4.279  -3.195
C  -0.698  -3.968  -3.637
N  0.137  -3.717  -2.466
C  1.545  -4.104  -2.643
C  1.703  -5.595  -2.516
C  1.348  -6.241  -1.333
C  1.483  -7.614  -1.220
C  1.978  -8.357  -2.285
C  2.335  -7.722  -3.463
C  2.194  -6.344  -3.577
C  -0.309  -3.102  -1.390
S  0.654  -2.729  -0.073
C  -3.999  -2.884  -2.448
C  -4.875  -4.039  -2.038
C  -4.798  -4.547  -0.742
C  -5.590  -5.619  -0.367
C  -6.469  -6.193  -1.278
C  -6.551  -5.690  -2.565
C  -5.753  -4.618  -2.943
H  -2.765  -4.321  -4.053
H  -2.160  -5.238  -2.672
H  -0.655  -3.084  -4.279
H  -0.274  -4.827  -4.158
H  2.129  -3.564  -1.901
H  1.839  -3.747  -3.628
H  0.973  -5.660  -0.498
H  1.209  -8.108  -0.297
H  2.084  -9.430  -2.194
H  2.722  -8.295  -4.295
H  2.473  -5.845  -4.498
H  -4.156  -2.629  -3.498
H  -4.178  -1.990  -1.857
H  -4.122  -4.096  -0.026
H  -5.525  -6.006  0.642
H  -7.088  -7.028  -0.980
H  -7.233  -6.131  -3.279
H  -5.818  -4.225  -3.951
F  1.374  -0.379  2.615
C  0.048  0.062  2.357
F  0.126  1.481  2.522
H  -0.529  -0.286  3.219
C  -1.994  1.590  -0.306
C  -2.584  1.570  -1.669
C  -3.751  0.843  -1.945
C  -4.267  0.751  -3.227
C  -3.633  1.382  -4.290
C  -2.487  2.120  -4.036
C  -1.978  2.218  -2.751
H  -2.776  1.402  0.440
H  -1.594  2.589  -0.078
H  -4.276  0.362  -1.127
H  -5.181  0.192  -3.395
H  -4.028  1.303  -5.294
H  -1.973  2.622  -4.846
H  -1.077  2.799  -2.588
F  1.309  -1.378  -3.919
B  0.302  -0.433  -3.727
F  0.187  -0.262  -2.251
F  0.654  0.789  -4.244
F  -0.915  -0.918  -4.162